Entry 1:
A structure of composition C7H14CrN2OP at a distorted geometry, computed with ωB97M-V/def2-TZVPD.

The HOMO energy (alpha / beta) comes out at -5.9 / -4.8 eV. As for the expectation value of S²: 3.837. The largest force on an atom is 2.2 eV Å⁻¹. Its energy is -1845.6136 Ha.

Structure (ORCA input):
```
! wB97M-V def2-TZVPD RIJCOSX def2/J DEFGRID3
* xyz 0 4
C -0.786 0.062 -3.218
C -1.597 1.023 -2.495
C -0.712 1.920 -1.793
C 0.648 1.531 -2.080
C 0.615 0.386 -2.961
Cr -0.370 -0.204 -1.120
P -0.454 -2.462 -0.581
H -1.159 -0.708 -3.902
H -2.678 1.149 -2.569
H -1.006 2.844 -1.294
H 1.490 -0.091 -3.413
H 1.529 2.112 -1.808
H 0.706 -3.175 -1.038
H -1.559 -3.169 -1.174
H -0.512 -2.850 0.795
C 1.931 0.989 3.005
N 0.763 0.132 3.056
C -0.063 -0.041 2.011
N -1.092 -0.919 2.203
O 0.130 0.565 0.923
H 2.011 1.354 1.980
H 2.831 0.429 3.266
H 1.814 1.832 3.690
H 0.536 -0.360 3.919
H -1.812 -1.005 1.484
H -1.206 -1.344 3.114
*
```


Entry 2:
A cluster of 2 separate species, C7H14FN2O in total at a distorted geometry, computed with ωB97M-V/def2-TZVPD.

The HOMO energy (alpha / beta) comes out at -12.1 / -11.5 eV. The largest force on an atom is 3.8 eV Å⁻¹. Its energy is -559.3769 Ha.

Structure (ORCA input):
```
! wB97M-V def2-TZVPD RIJCOSX def2/J DEFGRID3
* xyz 1 1
C -0.740 -0.195 1.366
C -2.512 -0.316 -0.316
C -3.776 -1.075 -0.638
C 1.395 2.652 0.278
C 3.161 -1.187 -0.667
C 0.925 1.488 1.021
C 1.797 -0.769 -1.015
N -1.884 -0.704 0.889
N -0.209 0.873 0.779
O -1.988 0.433 -1.077
F 0.920 -1.495 -0.221
H -0.296 -0.698 2.194
H -4.571 -1.026 0.103
H -4.107 -0.873 -1.620
H -3.596 -2.111 -0.508
H 2.430 2.397 -0.116
H 1.617 3.622 0.841
H 0.923 2.927 -0.740
H 3.322 -1.126 0.445
H 3.379 -2.259 -0.805
H 3.856 -0.557 -1.277
H 1.551 1.206 1.848
H 1.527 -0.769 -2.097
H -2.295 -1.383 1.464
H -0.827 0.944 -0.131
*
```


Entry 3:
An isolated molecule of C7H14FNO4S2, computed with ωB97M-V/def2-TZVPD.

The HOMO energy comes out at -9.5 eV. As for the SMILES: CCSCN(CCCC(=O)O)S(=O)(=O)F. The largest force on an atom is 0.7 eV Å⁻¹. Its energy is -1527.0791 Ha.

Structure (ORCA input):
```
! wB97M-V def2-TZVPD RIJCOSX def2/J DEFGRID3
* xyz 0 1
C -0.938 2.859 -0.844
C -1.169 1.721 -1.843
S -2.350 0.445 -1.330
C -1.731 -0.127 0.264
N -0.782 -1.262 0.301
C 0.416 -1.165 -0.552
C 1.294 0.037 -0.172
C 2.548 -0.361 0.623
C 2.243 -0.644 2.081
O 2.166 -1.735 2.557
O 2.083 0.460 2.868
S -1.521 -2.729 0.275
O -0.586 -3.723 -0.100
O -2.355 -2.849 1.410
F -2.510 -2.586 -0.941
H -1.722 2.899 -0.088
H -0.950 3.819 -1.360
H 0.028 2.787 -0.347
H -0.234 1.250 -2.141
H -1.625 2.118 -2.750
H -2.615 -0.448 0.812
H -1.307 0.696 0.835
H 0.160 -1.152 -1.615
H 0.995 -2.066 -0.373
H 1.619 0.537 -1.084
H 0.725 0.776 0.393
H 3.268 0.459 0.580
H 3.027 -1.240 0.198
H 1.824 1.223 2.342
*
```